Entry 1:
Molecular formula: C37H94F3O13Zn2
Method: DFT, ωB97M-V/def2-TZVPD

XYZ file:
```
149
Properties=species:S:1:pos:R:3
Zn 13.4573 -23.1496 15.9541
Zn 19.0596 -19.0713 16.8903
C 17.8478 -19.0917 12.5094
O 19.2404 -18.8430 12.7885
O 17.4646 -19.7461 13.6883
C 17.1136 -17.7348 12.0339
F 16.0610 -17.9500 11.2940
F 16.7993 -16.9505 13.0777
F 17.9613 -16.9733 11.3201
C 20.1128 -19.0396 11.7556
C 21.4635 -18.3378 12.0231
H 22.0640 -18.5349 11.1350
H 21.2688 -17.2858 12.2316
H 22.0081 -18.8758 12.7990
H 19.8448 -18.6017 10.7941
H 20.3527 -20.0913 11.5992
H 17.7530 -19.7469 11.6435
C 16.0276 -22.6457 22.5056
C 14.6345 -22.7463 21.9290
C 13.6186 -22.0917 22.7986
O 14.5602 -22.1153 20.6760
H 16.4549 -21.6605 22.3187
H 16.6217 -23.3837 21.9665
H 16.0747 -22.9011 23.5642
H 14.3775 -23.7911 21.7544
H 12.7146 -22.2473 22.2098
H 13.7362 -21.0195 22.9558
H 13.4483 -22.5572 23.7694
H 14.8493 -21.2087 20.8030
C 16.3854 -28.7033 14.5486
C 17.2616 -27.4326 14.8374
C 17.7457 -26.6675 13.5357
O 16.3668 -26.6364 15.6107
H 16.8855 -29.3425 13.8211
H 15.4589 -28.4010 14.0605
H 16.1133 -29.3138 15.4096
H 18.1423 -27.7607 15.3894
H 18.1386 -27.3709 12.8016
H 18.5066 -25.9594 13.8640
H 16.9569 -26.0876 13.0565
H 16.4557 -26.9936 16.4973
C 20.2998 -11.5060 8.5271
C 19.7411 -11.3930 7.1362
C 18.7747 -10.2343 6.9972
O 20.7733 -11.3560 6.2230
H 19.4947 -11.7196 9.2301
H 20.8686 -10.6210 8.8126
H 21.0299 -12.3145 8.5662
H 19.0983 -12.2280 6.8578
H 19.1867 -9.3339 7.4528
H 17.8512 -10.4782 7.5223
H 18.5156 -10.1392 5.9428
H 21.1343 -10.4665 6.2304
C 7.6003 -19.1089 7.2617
C 6.1335 -18.5710 7.0481
C 5.1861 -19.1948 8.1142
O 6.0164 -17.1461 7.0211
H 8.3268 -18.8553 6.4897
H 7.5752 -20.1888 7.4079
H 8.0486 -18.7474 8.1871
H 5.7358 -18.8936 6.0859
H 5.4694 -18.9283 9.1324
H 5.1528 -20.2796 8.2156
H 4.1356 -18.9217 8.0150
H 5.2155 -16.9217 6.5416
C 31.2148 -16.7168 13.1422
C 29.8085 -16.5638 12.6790
C 29.1969 -15.3982 13.2941
O 29.7448 -16.4709 11.3242
H 31.8171 -15.8109 13.0734
H 31.7251 -17.3831 12.4467
H 31.2704 -17.0415 14.1812
H 29.3642 -17.5102 12.9874
H 29.5519 -14.4464 12.8990
H 29.3627 -15.4593 14.3697
H 28.1242 -15.4375 13.1047
H 30.3035 -17.1163 10.8848
C 23.2007 -13.3216 16.9718
C 22.8543 -14.7056 17.5759
C 23.0448 -14.6135 19.0969
O 21.6171 -15.1743 17.1785
H 23.1179 -13.4143 15.8889
H 24.1737 -12.8422 17.0791
H 22.4640 -12.5854 17.2932
H 23.6218 -15.3553 17.1552
H 24.0685 -14.3521 19.3650
H 22.8141 -15.5894 19.5240
H 22.2948 -13.9230 19.4827
H 21.0310 -14.5640 17.6319
C 24.9697 -15.9862 5.0561
C 24.0345 -16.6372 4.0093
C 22.7271 -17.1001 4.6767
O 23.7411 -15.5465 3.1503
H 24.6382 -15.1146 5.6204
H 25.8577 -15.7193 4.4831
H 25.2622 -16.8321 5.6783
H 24.6122 -17.4246 3.5252
H 21.9657 -17.4828 3.9971
H 22.2503 -16.2889 5.2270
H 22.8833 -17.8920 5.4092
H 23.0952 -15.0116 3.6176
C 9.5056 -17.2649 15.5977
C 10.3831 -17.8394 16.6964
C 9.7264 -17.6606 18.0160
O 10.4418 -19.2773 16.5137
H 9.3028 -16.1941 15.6146
H 8.5179 -17.7114 15.7124
H 9.9404 -17.5481 14.6391
H 11.3922 -17.4300 16.6487
H 8.7850 -18.2097 18.0334
H 9.6141 -16.6018 18.2491
H 10.3780 -18.0933 18.7752
H 9.5719 -19.5223 16.1901
C 17.0977 -23.1377 5.8188
C 16.2202 -22.2543 4.9253
C 15.8089 -20.9117 5.5562
O 16.7412 -22.0684 3.6170
H 16.4350 -23.4113 6.6398
H 17.9777 -22.6788 6.2694
H 17.4440 -24.0250 5.2889
H 15.3027 -22.8268 4.7885
H 16.7172 -20.3613 5.8015
H 15.2252 -21.0867 6.4599
H 15.3048 -20.2344 4.8669
H 16.2070 -21.3415 3.2885
C 11.7378 -12.8781 8.3803
C 10.8505 -12.3439 9.5449
C 11.3190 -11.0586 10.2784
O 9.6409 -12.0774 8.9403
H 11.3538 -13.8562 8.0906
H 12.7598 -12.9937 8.7411
H 11.7134 -12.2643 7.4799
H 10.7009 -13.2072 10.1932
H 12.2368 -11.3377 10.7959
H 10.5626 -10.7716 11.0089
H 11.4737 -10.2421 9.5730
H 9.3157 -12.9131 8.5975
C 27.5664 -23.1069 10.0186
C 27.3298 -23.8920 8.7185
C 26.3568 -23.0692 7.7660
O 28.5691 -24.1006 8.1059
H 28.4072 -23.5515 10.5510
H 26.6596 -23.1037 10.6234
H 27.8130 -22.0707 9.7873
H 26.9438 -24.8616 9.0332
H 25.4462 -22.9463 8.3525
H 26.0670 -23.6737 6.9065
H 26.7132 -22.1173 7.3726
H 28.9958 -24.7612 8.6565
```

Results
Calculated total energy   -171456.4978 eV
Gap between HOMO and LUMO   0.031 hartree
Lowest unoccupied orbital energy   -0.4799 Ha
ΔE to the lowest compared entry with this formula, charge and spin   311.6 kcal per mole
Net charge   +3
Highest occupied orbital energy   -13.8909 eV
Multiplicity   1

***

Entry 2:
Molecular formula: C42H101BN7O21
Method: DFT, ωB97M-V/def2-TZVPD

XYZ file:
```
172
Properties=species:S:1:pos:R:3
O 1.2991 -3.8134 1.0053
C 1.2172 -2.6687 0.6124
O 0.9003 -2.2174 -0.6587
B 0.8353 -0.8139 -0.6880
O 1.0641 -0.3589 0.7563
C 1.4885 -1.4233 1.4646
O 1.8865 -1.4076 2.6079
O -0.4047 -0.2811 -1.2001
C -0.2312 0.6603 -2.0775
O -1.1107 1.2997 -2.6085
C 1.3349 0.7446 -2.3318
O 1.8991 -0.2285 -1.5378
O 1.9263 1.5231 -3.0503
C 0.8415 0.5912 -6.1929
O 2.0022 0.0710 -5.6915
H 0.7648 1.5592 -5.6977
H 0.9463 0.7062 -7.2717
H -0.0833 0.0724 -5.9404
H 2.0672 0.2749 -4.7556
C -2.2743 -4.4102 0.9202
O -2.5626 -4.3548 -0.4362
H -2.4857 -5.3363 1.4548
H -1.1958 -4.2894 1.0213
H -2.8518 -3.6300 1.4162
H -1.9390 -4.9072 -0.9133
C -4.2275 -9.3360 0.6360
O -3.0174 -9.3651 -0.0913
C -2.8248 -8.2096 -0.9021
C -1.4070 -7.6924 -0.6857
N -1.1153 -6.5737 -1.6059
C 0.1367 -5.9818 -1.3307
C 1.3947 -6.7894 -1.8322
O 1.4891 -8.1718 -1.4056
C 2.5643 -8.8778 -1.8582
H -4.5025 -8.4456 1.2014
H -4.2230 -10.1155 1.3979
H -5.0276 -9.4914 -0.0877
H -3.5218 -7.4111 -0.6478
H -3.0460 -8.3042 -1.9652
H -0.7269 -8.5414 -0.7545
H -1.3535 -7.4240 0.3695
H -1.2374 -6.8771 -2.5615
H 0.2101 -5.9504 -0.2436
H 0.3170 -4.9763 -1.7110
H 2.2960 -6.4171 -1.3450
H 1.5808 -6.7374 -2.9049
H 2.7032 -9.6534 -1.1051
H 3.4813 -8.3122 -2.0236
H 2.3842 -9.2821 -2.8543
C 5.6182 0.3261 2.5945
O 4.9141 1.4583 2.2962
C 3.8330 1.2553 1.3338
C 3.7020 2.6412 0.7006
N 4.4629 3.1013 -0.4590
C 5.0805 2.0245 -1.1814
C 5.8616 2.5525 -2.4436
O 7.0249 3.3036 -1.9678
C 7.8266 3.8901 -2.9867
H 6.5559 0.3523 2.0395
H 5.0517 -0.5600 2.3080
H 5.8327 0.2129 3.6572
H 2.9553 0.9600 1.9087
H 4.0827 0.4913 0.5975
H 3.8318 3.3777 1.4936
H 2.6518 2.6195 0.4096
H 5.1788 3.7708 -0.2154
H 4.3597 1.2842 -1.5286
H 5.8066 1.4578 -0.5986
H 5.2307 3.2618 -2.9793
H 6.2466 1.7939 -3.1250
H 8.2634 3.1611 -3.6693
H 8.6773 4.3429 -2.4774
H 7.2523 4.6375 -3.5341
C 0.3486 8.0842 -0.3258
O -0.0703 6.7785 -0.8870
C 0.9829 5.8096 -0.8415
C 0.5398 4.5480 -1.6418
N -0.7860 4.1691 -1.4250
C -1.1068 3.8586 -0.0119
C -2.5980 3.7984 0.1630
O -3.1033 5.0913 -0.1906
C -4.5130 5.2035 0.0151
H 1.2052 8.5205 -0.8397
H 0.6169 7.8882 0.7123
H -0.3832 8.8687 -0.1335
H 1.1106 5.5184 0.2011
H 1.9025 6.2169 -1.2616
H 1.0386 3.6130 -1.3867
H 0.6310 4.6855 -2.7193
H -0.8781 3.3066 -1.9424
H -0.7808 4.6418 0.6725
H -0.5581 2.9721 0.3060
H -2.8072 3.5386 1.2007
H -2.9427 2.9271 -0.3939
H -4.8130 4.4204 0.7115
H -5.0100 5.0560 -0.9437
H -4.8750 6.1855 0.3197
C -2.0280 -3.7615 4.8072
O -2.1417 -2.6102 5.5444
C -0.9267 -1.8275 5.8621
C -0.4763 -0.9723 4.6223
N -1.4512 0.0474 4.5172
C -1.3880 0.8630 3.2989
C -2.0961 0.3150 2.0377
O -3.4827 0.2271 2.1721
C -3.9214 -1.0822 2.4933
H -1.3445 -4.4393 5.3187
H -1.7423 -3.5704 3.7728
H -2.8778 -4.4095 4.5926
H -0.0803 -2.4279 6.1955
H -1.2390 -1.2295 6.7182
H -0.4202 -1.6258 3.7517
H 0.5500 -0.6405 4.7793
H -2.3398 -0.4225 4.6161
H -0.3554 1.1834 3.1600
H -1.7263 1.8820 3.4872
H -1.5743 -0.5437 1.6153
H -1.8104 1.0434 1.2788
H -4.9959 -1.1145 2.6733
H -3.4929 -1.4707 3.4172
H -3.7151 -1.6934 1.6147
C -1.2935 5.4538 -6.2941
C -1.9443 5.5046 -4.8786
C -2.4012 4.0997 -4.3541
O -3.1081 4.2824 -3.1531
C -4.2553 3.4062 -3.0405
N -1.0179 6.2393 -4.0592
H -0.6836 6.3055 -6.5954
H -2.0594 5.2856 -7.0513
H -0.6603 4.5695 -6.3675
H -2.9169 5.9966 -4.8889
H -1.6332 3.3309 -4.4393
H -3.0518 3.8635 -5.1962
H -4.1583 2.5061 -3.6475
H -5.1660 3.8486 -3.4441
H -4.5263 3.0839 -2.0351
H -0.1197 5.7904 -4.1680
H -0.8948 7.1318 -4.5158
C -2.9997 -0.9928 -3.2309
C -4.1839 -1.9937 -3.1592
C -5.3775 -1.9561 -4.2677
O -5.9234 -0.6637 -4.6423
C -6.5703 0.0603 -3.5963
N -3.7272 -3.3520 -3.3173
H -3.3829 -0.0013 -3.4722
H -2.2558 -1.3138 -3.9600
H -2.5925 -0.9863 -2.2199
H -4.6418 -1.7642 -2.1970
H -6.2198 -2.5881 -3.9861
H -4.9904 -2.3706 -5.1986
H -7.5498 -0.3375 -3.3307
H -6.8425 1.0858 -3.8456
H -5.9510 0.1246 -2.7016
H -3.4445 -3.3756 -2.3480
H -4.5027 -3.9840 -3.1783
C 6.2888 1.2755 8.5997
C 4.7557 1.4414 8.6371
C 4.0464 1.5285 7.2237
O 3.9755 0.2779 6.4920
C 3.1542 0.3536 5.3173
N 4.2386 0.2458 9.2898
H 6.5988 0.3177 8.1820
H 6.8629 1.3524 9.5231
H 6.7042 2.0422 7.9457
H 4.4231 2.2961 9.2261
H 4.5250 2.2435 6.5545
H 3.0095 1.8639 7.2473
H 3.4964 1.0280 4.5323
H 2.1246 0.6789 5.4657
H 3.0412 -0.6904 5.0249
H 3.2349 0.2843 9.1841
H 4.5303 -0.3906 8.5617
```

Results
Calculated total energy   -99291.5165 eV
Gap between HOMO and LUMO   0.284 hartree
Lowest unoccupied orbital energy   0.0793 Ha
Net charge   -1
Highest occupied orbital energy   -5.5645 eV
Multiplicity   1

***

Entry 3:
Molecular formula: C23H21BrF5N2O18PS2
Method: DFT, ωB97M-V/def2-TZVPD

XYZ file:
```
73
Properties=species:S:1:pos:R:3
O -1.7848 -4.1273 -1.8549
C -1.2749 -3.1778 -2.3036
Br -2.4199 -1.8366 -3.1877
C 0.2097 -2.8948 -2.3117
C 0.5283 -1.4540 -1.9810
C 1.4453 -0.7838 -2.7215
C 1.7415 0.5771 -2.4011
C 1.1196 1.2440 -1.3986
P 1.5689 2.9962 -1.1796
O 1.9340 3.5001 -2.6621
O 2.9790 3.1309 -0.4696
S 0.1548 4.0492 -0.4101
C 0.1706 0.5648 -0.5625
N -0.5003 0.9900 0.4939
S -1.3836 -0.2463 1.0143
N -0.9891 -1.3448 -0.0721
C -0.1042 -0.7922 -0.8985
H 0.6990 -3.5755 -1.6262
H 0.5360 -3.0630 -3.3317
H 1.9124 -1.3083 -3.5309
H 2.4910 1.0652 -3.0034
H 1.2954 3.0612 -3.2409
H 2.8798 3.0924 0.4885
C -2.1241 -0.5006 5.9217
C -0.9020 -0.1503 6.7357
O 0.1555 -0.3865 5.8151
C -0.3444 -0.1764 4.5753
O 0.3135 -0.0214 3.5979
O -1.6971 -0.1470 4.5974
F -0.7505 -0.9709 7.8028
H -2.3498 -1.5669 5.9637
H -3.0063 0.0645 6.2091
H -0.8686 0.8841 7.0677
C 1.8119 -4.6900 -7.1368
C 0.7939 -4.0634 -8.0615
O 0.1283 -3.1507 -7.2033
C 1.0146 -2.7817 -6.2414
O 0.8775 -1.8518 -5.5167
O 2.0782 -3.6181 -6.2233
F -0.0958 -4.9704 -8.5258
H 1.3927 -5.5373 -6.5930
H 2.7200 -5.0022 -7.6448
H 1.2212 -3.5180 -8.9044
C 4.1754 -1.7832 1.7231
C 3.6777 -0.3567 1.6977
O 4.0687 0.0757 0.4045
C 4.0961 -1.0247 -0.3998
O 4.1135 -0.9914 -1.5834
O 4.0701 -2.1575 0.3438
F 4.2929 0.4146 2.6282
H 5.2182 -1.8402 2.0379
H 3.5734 -2.4353 2.3500
H 2.5955 -0.2508 1.8052
C -5.1005 0.5300 -1.7905
C -6.1208 1.1229 -2.7331
O -6.8674 1.9703 -1.8805
C -6.0354 2.3657 -0.8697
O -6.2537 3.2624 -0.1310
O -4.9257 1.5871 -0.8408
F -6.9425 0.1780 -3.2545
H -5.4866 -0.3549 -1.2826
H -4.1603 0.2805 -2.2745
H -5.6959 1.7130 -3.5470
C 0.7656 3.5732 5.0394
C 0.5726 4.9407 5.6524
O -0.3406 4.6734 6.7058
C -0.1437 3.3886 7.0948
O -0.5582 2.9136 8.0997
O 0.5916 2.7108 6.1775
F 0.0109 5.8113 4.7860
H 0.0037 3.3505 4.2913
H 1.7490 3.4365 4.5986
H 1.4793 5.3842 6.0673
```

Results
Calculated total energy   -178618.9293 eV
Gap between HOMO and LUMO   0.286 hartree
Lowest unoccupied orbital energy   -0.0267 Ha
ΔE to the lowest compared entry with this formula, charge and spin   0.0 kcal per mole
Highest occupied orbital energy   -8.5192 eV
Multiplicity   1

***

Entry 4:
Molecular formula: C6H15NSi
Method: DFT, ωB97M-V/def2-TZVPD

XYZ file:
```
23
Properties=species:S:1:pos:R:3
C 2.2036 -2.0855 -1.4178
C 2.0639 -0.8567 -0.8855
C -2.5158 0.5995 -1.4191
C 0.4926 1.0317 2.6375
C -0.4911 -1.6639 0.9826
C -1.1222 0.9786 -1.8611
N 1.3078 0.5439 1.5699
Si 0.6335 -0.3526 0.2391
H 2.8936 -2.3529 -2.2076
H 1.5576 -2.9782 -1.2916
H 2.7976 -0.1628 -1.1585
H -2.8480 -0.3951 -1.5048
H -2.7285 1.0616 -0.3240
H -3.2191 0.9875 -2.0718
H 0.9728 1.3252 3.5947
H 0.0002 1.9859 2.1327
H -0.3584 0.3898 2.9036
H -1.0035 -2.1451 0.1070
H -0.0082 -2.5317 1.5384
H -1.3661 -1.2765 1.5316
H -0.8269 2.0164 -1.7480
H -0.8222 0.6446 -2.8595
H 2.1159 1.0066 1.2234
```

Results
Calculated total energy   -15829.2842 eV
Gap between HOMO and LUMO (alpha / beta)   0.270 / 0.271 hartree
Lowest unoccupied orbital energy (alpha / beta)   0.0193 / 0.0188 Ha
ΔE to the lowest compared entry with this formula, charge and spin   80.9 kcal per mole
Highest occupied orbital energy (alpha / beta)   -6.8171 / -6.8544 eV
Multiplicity   1

***

Entry 5:
Molecular formula: C4H5BO2
Method: DFT, ωB97M-V/def2-TZVPD

XYZ file:
```
12
Properties=species:S:1:pos:R:3
O 1.8632 1.7035 -0.7315
C 1.2748 0.8830 -0.1102
C -0.1676 1.0914 0.4356
C -0.9149 -0.1703 0.1778
C -0.1910 -1.2194 0.0077
B 1.5215 -0.6625 0.0588
O 2.4324 -1.5063 0.4794
H -0.7806 1.9108 0.0375
H -0.0102 1.1268 1.4848
H -1.9149 -0.0511 -0.1450
H -0.6263 -2.2230 -0.1624
H 3.3175 -1.0616 0.3561
```

Results
SMILES string   O=C1CC=CB1O
Calculated total energy   -8999.4375 eV
Gap between HOMO and LUMO   0.333 hartree
Lowest unoccupied orbital energy   0.0060 Ha
ΔE to the lowest compared entry with this formula, charge and spin   18.7 kcal per mole
Highest occupied orbital energy   -8.9041 eV
Multiplicity   1